Entry from the OMol25 dataset: C17H32CrNO2P2 as an isolated structure at a distorted geometry (ωB97M-V/def2-TZVPD).

Calculated values
* molar mass: 396.4 g mol⁻¹
* lowest unoccupied orbital energy (spin up / spin down): -3.1238 / -2.9969 eV
* spin multiplicity: 5
* HOMO level (spin up / spin down): -10.33 / -11.63 eV
* ΔE to the lowest compared entry with this formula, charge and spin: 0.0 kJ/mol
* orbital gap (spin up / spin down): 7.2015 / 8.6339 eV
* net charge: +1

Last column: Mulliken charge in e.
Positions of all 55 atoms, in Å:
1 Cr -0.075 -0.259 -0.077  -0.12
2 P 1.116 -1.536 -1.474  1.09
3 C -0.107 -2.952 -1.675  -1.29
4 C -0.937 -3.094 -0.404  0.40
5 N -1.144 -1.963 0.341  0.38
6 C -2.193 -1.852 1.171  0.62
7 C -2.949 -2.982 1.481  -0.86
8 C -2.732 -4.193 0.783  -0.53
9 C -1.736 -4.207 -0.200  -0.85
10 C -2.415 -0.512 1.871  -1.17
11 P -2.053 0.991 0.860  1.04
12 H -1.624 -5.029 -0.904  0.47
13 H -3.710 -2.936 2.249  0.48
14 H -3.345 -5.072 0.956  0.43
15 H -3.454 -0.467 2.235  0.54
16 H -1.765 -0.495 2.769  0.42
17 H -0.790 -2.805 -2.473  0.51
18 H 0.421 -3.876 -1.936  0.58
19 H -2.074 -1.054 -2.801  0.28
20 O -2.322 -1.892 -3.232  -0.68
21 H -1.941 -1.682 -4.165  0.37
22 H -1.493 1.079 -0.623  0.25
23 O -1.336 0.631 -1.962  -0.58
24 H -1.503 1.244 -2.689  0.10
25 C -3.655 1.455 0.193  -1.26
26 H -4.480 1.342 0.916  0.40
27 H -3.604 2.500 -0.155  0.40
28 H -3.822 0.806 -0.686  0.38
29 C -1.412 2.254 1.946  -1.15
30 H -1.317 3.176 1.360  0.38
31 H -2.064 2.445 2.816  0.40
32 H -0.411 1.964 2.304  0.17
33 C 2.599 -2.334 -0.799  -1.24
34 H 3.058 -2.971 -1.563  0.43
35 H 3.309 -1.592 -0.445  0.25
36 H 2.299 -2.947 0.058  0.38
37 C 1.501 -0.833 -3.091  -1.24
38 H 2.352 -0.138 -3.007  0.37
39 H 1.737 -1.608 -3.837  0.42
40 H 0.631 -0.239 -3.416  0.27
41 C 2.869 3.257 2.529  -1.65
42 C 3.358 1.909 2.014  2.29
43 C 4.405 2.145 0.921  -1.49
44 C 4.013 1.135 3.165  -1.50
45 C 2.241 1.141 1.458  0.65
46 C 1.352 0.512 0.914  -1.88
47 H 3.710 3.839 2.921  0.42
48 H 2.131 3.132 3.321  0.35
49 H 2.403 3.829 1.727  0.37
50 H 5.239 2.741 1.316  0.39
51 H 4.801 1.197 0.540  0.33
52 H 3.962 2.685 0.078  0.38
53 H 3.291 0.955 3.971  0.37
54 H 4.390 0.163 2.818  0.38
55 H 4.860 1.708 3.575  0.38


Entry from the OMol25 dataset: a 2-piece molecular cluster, C17H32FNO6P overall at a distorted geometry (ωB97M-V/def2-TZVPD).

Calculated values
* molar mass: 396.4 g mol⁻¹
* lowest unoccupied orbital energy: 1.9690 eV
* HOMO level: -1.12 eV
* orbital gap: 3.0930 eV
* net charge: -1

Last column: Mulliken charge in e.
Positions of all 58 atoms, in Å:
1 C 3.438 -3.762 0.592  -1.09
2 C 3.344 -4.393 -0.784  -0.88
3 C 3.074 -3.435 -1.922  -0.25
4 F 4.202 -2.666 -2.126  -0.39
5 C 1.844 -2.514 -1.832  1.99
6 C 0.487 -3.216 -1.961  -1.37
7 P -0.256 -3.909 -0.462  0.78
8 O 0.616 -4.764 0.345  -0.70
9 O -1.512 -4.748 -1.011  -0.59
10 O -0.922 -2.732 0.354  -0.33
11 C 1.975 -1.650 -3.145  -1.30
12 C 2.643 -0.334 -2.725  -0.40
13 O 2.760 -0.418 -1.308  -0.38
14 C 1.939 -1.364 -0.823  -0.11
15 O 1.385 -1.265 0.254  -0.46
16 H 4.230 -3.023 0.614  0.36
17 H 2.512 -3.280 0.867  0.13
18 H 3.614 -4.528 1.335  0.42
19 H 2.644 -5.217 -0.816  0.45
20 H 4.317 -4.831 -1.001  0.46
21 H 2.900 -4.025 -2.821  0.55
22 H -0.227 -2.493 -2.341  0.73
23 H 0.551 -3.991 -2.716  0.33
24 H -1.931 -4.267 -1.734  0.34
25 H -0.334 -2.561 1.100  0.33
26 H 1.037 -1.395 -3.627  0.41
27 H 2.552 -2.170 -3.900  0.37
28 H 2.044 0.524 -2.995  0.30
29 H 3.647 -0.240 -3.111  0.30
30 C 0.241 3.700 2.195  -1.97
31 C -0.526 2.817 1.190  1.79
32 C -0.999 1.543 1.906  -1.07
33 C -2.161 1.749 2.881  -0.76
34 C -3.070 2.919 2.476  -1.46
35 C -2.995 3.289 0.989  1.98
36 N -1.630 3.623 0.657  0.23
37 O -1.484 3.975 -0.696  -0.96
38 C -3.836 4.549 0.793  -1.98
39 C -3.617 2.168 0.134  -1.66
40 C 0.453 2.380 0.114  -1.84
41 H 0.608 4.595 1.691  0.43
42 H 1.104 3.173 2.630  0.32
43 H -0.406 4.018 3.014  0.37
44 H -1.302 0.811 1.152  0.15
45 H -0.154 1.082 2.431  0.61
46 H -2.746 0.825 2.927  0.31
47 H -1.786 1.913 3.896  0.37
48 H -4.104 2.688 2.753  0.53
49 H -2.798 3.806 3.058  0.29
50 H -3.391 5.385 1.335  0.45
51 H -4.856 4.396 1.170  0.38
52 H -3.896 4.817 -0.260  0.37
53 H -4.661 1.993 0.422  0.38
54 H -3.084 1.220 0.238  0.25
55 H -3.600 2.448 -0.920  0.37
56 H 1.277 1.813 0.562  0.38
57 H 0.878 3.233 -0.412  0.45
58 H -0.036 1.738 -0.622  0.28


Entry from the OMol25 dataset: C17H32N2O3S in the gas phase at a distorted geometry (ωB97M-V/def2-TZVPD).

Calculated values
* molar mass: 344.5 g mol⁻¹
* lowest unoccupied orbital energy: 0.7152 eV
* HOMO level: -9.22 eV
* ΔE to the lowest compared entry with this formula, charge and spin: 0.0 kJ/mol
* SMILES: CCCS(=O)(=O)N1CCC(C(=O)N[C@@H]2CCC[C@@H](C)[C@H]2C)CC1
* orbital gap: 9.9392 eV

Last column: Mulliken charge in e.
Positions of all 55 atoms, in Å:
1 C -3.382 -5.085 -2.594  -1.08
2 C -3.465 -3.744 -3.312  -0.49
3 C -3.217 -2.589 -2.360  -0.64
4 S -1.474 -2.572 -1.834  1.03
5 O -0.645 -2.778 -2.991  -0.66
6 O -1.296 -3.464 -0.723  -0.67
7 N -1.364 -0.995 -1.263  0.07
8 C -0.736 -0.836 0.030  -1.26
9 C 0.785 -0.923 -0.076  -0.74
10 C 1.308 0.150 -1.042  0.12
11 C 1.090 1.546 -0.452  -0.02
12 O 0.310 2.364 -0.896  -0.67
13 N 1.869 1.794 0.622  0.05
14 C 1.748 3.004 1.413  -0.67
15 C 3.109 3.395 1.986  -1.18
16 C 3.574 2.429 3.074  -0.57
17 C 2.519 2.293 4.167  -0.98
18 C 1.177 1.847 3.584  0.99
19 C 0.149 1.629 4.692  -1.87
20 C 0.679 2.833 2.513  0.55
21 C 0.253 4.191 3.067  -1.88
22 C 0.609 -0.006 -2.396  -1.22
23 C -0.912 -0.023 -2.239  -1.12
24 H -2.420 -5.178 -2.098  0.34
25 H -3.494 -5.903 -3.301  0.34
26 H -4.165 -5.166 -1.843  0.29
27 H -2.705 -3.702 -4.094  0.31
28 H -4.447 -3.631 -3.780  0.35
29 H -3.798 -2.668 -1.445  0.33
30 H -3.386 -1.625 -2.830  0.43
31 H -1.118 -1.632 0.669  0.51
32 H -1.041 0.135 0.432  0.49
33 H 1.040 -1.912 -0.464  0.50
34 H 1.229 -0.817 0.916  0.63
35 H 2.387 0.016 -1.181  0.55
36 H 2.483 1.075 0.967  0.31
37 H 1.403 3.776 0.716  0.65
38 H 3.034 4.399 2.405  0.43
39 H 3.842 3.428 1.177  0.41
40 H 4.510 2.791 3.504  0.39
41 H 3.778 1.445 2.644  0.31
42 H 2.398 3.248 4.681  0.26
43 H 2.850 1.562 4.908  0.38
44 H 1.330 0.881 3.086  0.08
45 H 0.459 0.806 5.333  0.47
46 H 0.048 2.517 5.311  0.36
47 H -0.823 1.385 4.270  0.39
48 H -0.200 2.389 2.029  0.16
49 H -0.035 4.844 2.247  0.46
50 H 1.053 4.671 3.621  0.32
51 H -0.605 4.082 3.725  0.44
52 H 0.886 0.820 -3.051  0.46
53 H 0.920 -0.946 -2.854  0.52
54 H -1.376 -0.278 -3.193  0.43
55 H -1.260 0.962 -1.917  0.61


Entry from the OMol25 dataset: an isolated ion of composition C17H32NO2 and charge +1 at a distorted geometry (ωB97M-V/def2-TZVPD).

Calculated values
* molar mass: 282.4 g mol⁻¹
* lowest unoccupied orbital energy: -2.4006 eV
* HOMO level: -11.16 eV
* ΔE to the lowest compared entry with this formula, charge and spin: 76.7 kJ/mol
* SMILES: CC[N+](C)(CC)CC(=O)OC[C@@H]1[C@@H](C)C=C(C)C[C@@H]1C
* orbital gap: 8.7612 eV
* net charge: +1

Last column: Mulliken charge in e.
Positions of all 52 atoms, in Å:
1 C 2.200 -4.255 1.454  -1.35
2 C 1.635 -3.682 0.163  -0.22
3 N 0.278 -3.032 0.250  0.54
4 C 0.051 -2.404 1.565  -1.24
5 C -0.818 -4.014 -0.042  -0.31
6 C -0.850 -5.273 0.808  -1.32
7 C 0.187 -1.989 -0.805  -0.90
8 C 1.129 -0.775 -0.627  0.74
9 O 2.024 -0.731 0.175  -0.57
10 O 0.795 0.138 -1.499  -0.30
11 C 1.493 1.398 -1.488  -1.33
12 C 0.644 2.539 -0.910  0.13
13 C 0.083 2.223 0.485  1.25
14 C 1.189 2.174 1.543  -1.81
15 C -0.936 3.253 0.892  -1.12
16 C -1.437 4.193 0.103  0.93
17 C -2.423 5.209 0.586  -1.67
18 C -1.040 4.310 -1.341  -1.13
19 C -0.462 2.998 -1.875  0.02
20 C -1.576 1.972 -2.074  -1.54
21 H 3.130 -4.759 1.201  0.42
22 H 1.552 -4.982 1.929  0.33
23 H 2.443 -3.471 2.164  0.35
24 H 1.568 -4.460 -0.599  0.40
25 H 2.338 -2.922 -0.179  0.32
26 H -0.895 -1.863 1.554  0.37
27 H 0.857 -1.705 1.782  0.42
28 H 0.015 -3.158 2.345  0.48
29 H -0.726 -4.305 -1.091  0.39
30 H -1.765 -3.483 0.080  0.41
31 H 0.014 -5.908 0.635  0.35
32 H -1.731 -5.840 0.518  0.44
33 H -0.939 -5.059 1.869  0.34
34 H 0.418 -2.434 -1.777  0.21
35 H -0.833 -1.600 -0.850  0.49
36 H 2.416 1.277 -0.917  0.51
37 H 1.732 1.606 -2.533  0.42
38 H 1.337 3.381 -0.803  0.49
39 H -0.413 1.241 0.463  -0.02
40 H 0.757 1.991 2.525  0.42
41 H 1.909 1.385 1.339  0.39
42 H 1.715 3.124 1.578  0.43
43 H -1.249 3.194 1.925  0.29
44 H -2.051 6.214 0.388  0.35
45 H -2.605 5.108 1.653  0.37
46 H -3.369 5.100 0.058  0.35
47 H -0.300 5.110 -1.441  0.45
48 H -1.908 4.602 -1.936  0.51
49 H -0.001 3.189 -2.851  0.48
50 H -2.121 1.811 -1.147  0.28
51 H -1.177 1.025 -2.426  0.29
52 H -2.280 2.339 -2.817  0.50


Entry from the OMol25 dataset: C17H32NO2P2Sc as an isolated structure at a distorted geometry (ωB97M-V/def2-TZVPD).

Calculated values
* molar mass: 389.4 g mol⁻¹
* lowest unoccupied orbital energy (spin up / spin down): -6.5480 / -6.5447 eV
* HOMO level (spin up / spin down): -12.52 / -12.53 eV
* orbital gap (spin up / spin down): 5.9686 / 5.9805 eV
* net charge: +2

Last column: Mulliken charge in e.
Positions of all 55 atoms, in Å:
1 Sc 0.549 0.676 -0.153  -0.78
2 P 2.580 -1.344 0.666  1.58
3 C 2.294 -1.366 -1.046  -1.64
4 C 1.064 -1.595 -1.745  1.10
5 N -0.070 -0.844 -1.443  0.14
6 C -1.243 -1.211 -2.001  0.83
7 C -1.350 -2.200 -2.960  -0.77
8 C -0.183 -2.823 -3.404  -0.48
9 C 1.026 -2.490 -2.830  -0.95
10 C -2.547 -0.567 -1.500  -1.06
11 P -2.490 1.104 -0.759  0.86
12 H 1.989 -2.913 -3.165  0.46
13 H -2.340 -2.459 -3.340  0.48
14 H -0.231 -3.559 -4.185  0.48
15 H -3.210 -0.477 -2.378  0.51
16 H -3.049 -1.219 -0.749  0.40
17 H 2.926 1.667 -1.845  0.33
18 H 3.224 -1.414 -1.629  0.44
19 H -0.371 6.185 -1.220  0.32
20 O 1.966 1.769 -1.524  -0.54
21 H 1.594 2.264 -2.225  0.28
22 H -1.218 0.911 0.102  0.15
23 O -1.020 5.700 -0.750  -0.57
24 H -0.392 5.040 -0.416  0.26
25 C -3.025 2.314 -1.991  -1.22
26 H -3.994 2.045 -2.477  0.44
27 H -3.139 3.312 -1.545  0.45
28 H -2.271 2.410 -2.780  0.36
29 C -3.665 1.228 0.638  -1.10
30 H -3.281 2.069 1.252  0.36
31 H -4.709 1.458 0.331  0.42
32 H -3.631 0.302 1.238  0.35
33 C 2.445 -3.094 1.174  -1.24
34 H 3.428 -3.593 1.187  0.41
35 H 1.927 -3.208 2.138  0.34
36 H 1.816 -3.566 0.396  0.37
37 C 4.131 -0.543 1.299  -1.25
38 H 3.993 -0.220 2.344  0.37
39 H 5.000 -1.244 1.262  0.43
40 H 4.339 0.359 0.695  0.37
41 C 0.849 1.231 4.499  -1.57
42 C 0.096 0.141 3.730  2.30
43 C 0.438 -1.224 4.352  -1.65
44 C -1.408 0.345 3.908  -1.49
45 C 0.521 0.118 2.267  -1.06
46 C 1.284 -0.458 1.458  0.45
47 H 0.578 1.175 5.559  0.42
48 H 0.614 2.227 4.118  0.39
49 H 1.931 1.101 4.398  0.33
50 H 0.158 -1.252 5.414  0.47
51 H -0.084 -2.016 3.815  0.37
52 H 1.511 -1.425 4.250  0.33
53 H -1.738 1.324 3.544  0.31
54 H -1.975 -0.423 3.372  0.28
55 H -1.640 0.274 4.974  0.47


Entry from the OMol25 dataset: C17H33AlN3O10P2S2 as an isolated structure (ωB97M-V/def2-TZVPD).

Calculated values
* molar mass: 592.5 g mol⁻¹
* lowest unoccupied orbital energy: 2.2664 eV
* HOMO level: -5.33 eV
* orbital gap: 7.5953 eV
* net charge: -1

Last column: Mulliken charge in e.
Positions of all 68 atoms, in Å:
1 C 2.148 6.418 -2.326  -0.93
2 C 1.397 5.750 -3.446  0.75
3 O 1.911 5.072 -4.285  -0.54
4 O 0.053 6.006 -3.445  -0.42
5 C -0.786 4.902 -3.051  -0.59
6 C -0.814 4.686 -1.540  -0.50
7 C -2.108 3.991 -1.060  -0.87
8 C -1.872 2.530 -0.689  -0.36
9 C -3.152 1.759 -0.351  -1.04
10 C -2.935 0.565 0.587  -0.70
11 C -2.201 -0.581 -0.087  0.32
12 O -0.956 -0.243 -0.668  -0.39
13 Al -0.216 -1.844 -1.055  0.27
14 S -0.145 -2.108 -3.276  -0.41
15 P 1.902 -1.686 0.025  -0.02
16 P 2.776 -3.640 -0.004  0.83
17 O 3.691 -3.846 -1.137  -0.66
18 O 3.550 -3.880 1.411  -0.52
19 O 1.596 -4.753 0.095  -0.46
20 O -1.458 -2.806 -0.191  -0.64
21 C -1.920 -1.839 0.734  0.92
22 C -2.977 -2.356 1.700  -0.64
23 C -2.578 -3.722 2.255  -1.33
24 C -1.396 -3.697 3.234  -0.23
25 C -1.573 -2.721 4.408  -0.96
26 S -0.573 -1.206 4.317  -0.04
27 C 0.821 -1.673 5.243  0.41
28 N 1.881 -0.952 5.438  -0.39
29 N 2.728 -1.723 6.234  -0.39
30 C 2.117 -2.827 6.439  -0.03
31 O 0.897 -2.885 5.850  -0.22
32 H 3.202 6.493 -2.592  0.33
33 H 1.743 7.410 -2.128  0.33
34 H 2.050 5.803 -1.428  0.23
35 H -1.782 5.149 -3.417  0.39
36 H -0.456 3.998 -3.570  0.32
37 H -0.641 5.637 -1.031  0.44
38 H 0.026 4.032 -1.271  0.32
39 H -2.838 4.034 -1.878  0.28
40 H -2.535 4.548 -0.220  0.37
41 H -1.391 2.035 -1.536  0.28
42 H -1.145 2.467 0.126  0.31
43 H -3.570 1.364 -1.286  0.36
44 H -3.912 2.430 0.067  0.43
45 H -3.916 0.179 0.892  0.36
46 H -2.436 0.900 1.507  0.30
47 H -2.850 -0.926 -0.920  0.10
48 H 1.056 -1.563 -3.503  -0.02
49 H 1.516 -1.594 1.385  -0.13
50 H 2.935 -3.767 2.145  0.30
51 H 1.956 -5.585 0.427  0.29
52 H -1.046 -1.545 1.356  -0.43
53 H -3.115 -1.607 2.489  0.31
54 H -3.951 -2.439 1.199  0.46
55 H -2.297 -4.345 1.403  0.38
56 H -3.428 -4.212 2.746  0.41
57 H -1.303 -4.701 3.662  0.46
58 H -0.462 -3.505 2.699  0.06
59 H -2.609 -2.390 4.492  0.57
60 H -1.318 -3.210 5.346  0.55
61 H 2.468 -3.674 7.004  0.42
62 C 4.773 0.114 -5.303  -0.75
63 N 3.749 -0.841 -4.795  0.89
64 O 3.720 -1.952 -5.278  -0.54
65 O 3.015 -0.419 -3.929  -0.46
66 H 5.355 -0.386 -6.068  0.29
67 H 4.241 0.975 -5.696  0.28
68 H 5.386 0.405 -4.456  0.29


What did the first record say?
Entry from the OMol25 dataset: C17H32CrNO2P2 as an isolated structure at a distorted geometry (ωB97M-V/def2-TZVPD).

Calculated values
* molar mass: 396.4 g mol⁻¹
* lowest unoccupied orbital energy (spin up / spin down): -3.1238 / -2.9969 eV
* spin multiplicity: 5
* HOMO level (spin up / spin down): -10.33 / -11.63 eV
* ΔE to the lowest compared entry with this formula, charge and spin: 0.0 kJ/mol
* orbital gap (spin up / spin down): 7.2015 / 8.6339 eV
* net charge: +1

Last column: Mulliken charge in e.
Positions of all 55 atoms, in Å:
1 Cr -0.075 -0.259 -0.077  -0.12
2 P 1.116 -1.536 -1.474  1.09
3 C -0.107 -2.952 -1.675  -1.29
4 C -0.937 -3.094 -0.404  0.40
5 N -1.144 -1.963 0.341  0.38
6 C -2.193 -1.852 1.171  0.62
7 C -2.949 -2.982 1.481  -0.86
8 C -2.732 -4.193 0.783  -0.53
9 C -1.736 -4.207 -0.200  -0.85
10 C -2.415 -0.512 1.871  -1.17
11 P -2.053 0.991 0.860  1.04
12 H -1.624 -5.029 -0.904  0.47
13 H -3.710 -2.936 2.249  0.48
14 H -3.345 -5.072 0.956  0.43
15 H -3.454 -0.467 2.235  0.54
16 H -1.765 -0.495 2.769  0.42
17 H -0.790 -2.805 -2.473  0.51
18 H 0.421 -3.876 -1.936  0.58
19 H -2.074 -1.054 -2.801  0.28
20 O -2.322 -1.892 -3.232  -0.68
21 H -1.941 -1.682 -4.165  0.37
22 H -1.493 1.079 -0.623  0.25
23 O -1.336 0.631 -1.962  -0.58
24 H -1.503 1.244 -2.689  0.10
25 C -3.655 1.455 0.193  -1.26
26 H -4.480 1.342 0.916  0.40
27 H -3.604 2.500 -0.155  0.40
28 H -3.822 0.806 -0.686  0.38
29 C -1.412 2.254 1.946  -1.15
30 H -1.317 3.176 1.360  0.38
31 H -2.064 2.445 2.816  0.40
32 H -0.411 1.964 2.304  0.17
33 C 2.599 -2.334 -0.799  -1.24
34 H 3.058 -2.971 -1.563  0.43
35 H 3.309 -1.592 -0.445  0.25
36 H 2.299 -2.947 0.058  0.38
37 C 1.501 -0.833 -3.091  -1.24
38 H 2.352 -0.138 -3.007  0.37
39 H 1.737 -1.608 -3.837  0.42
40 H 0.631 -0.239 -3.416  0.27
41 C 2.869 3.257 2.529  -1.65
42 C 3.358 1.909 2.014  2.29
43 C 4.405 2.145 0.921  -1.49
44 C 4.013 1.135 3.165  -1.50
45 C 2.241 1.141 1.458  0.65
46 C 1.352 0.512 0.914  -1.88
47 H 3.710 3.839 2.921  0.42
48 H 2.131 3.132 3.321  0.35
49 H 2.403 3.829 1.727  0.37
50 H 5.239 2.741 1.316  0.39
51 H 4.801 1.197 0.540  0.33
52 H 3.962 2.685 0.078  0.38
53 H 3.291 0.955 3.971  0.37
54 H 4.390 0.163 2.818  0.38
55 H 4.860 1.708 3.575  0.38